[1]
81
Properties=species:S:1:pos:R:3 method="wB97M-V/def2-TZVPD" lumo_energy_ev="2.3505 / 2.3499" gap_ev="5.516 / 6.201" total_charge=-1 e_above_lowest_ev=1.574 spin_multiplicity=2
Ti 0.640 0.586 0.149
O 1.030 1.655 -1.490
N 1.942 2.635 -1.517
C 2.715 2.762 -2.611
C 3.607 3.790 -2.703
C 3.700 4.697 -1.637
C 2.926 4.527 -0.523
C 2.033 3.443 -0.431
S 1.089 3.013 0.908
H 2.568 2.001 -3.362
H 4.233 3.875 -3.578
H 4.406 5.516 -1.685
H 3.004 5.178 0.335
N -1.438 -2.737 1.542
H -0.948 -3.486 1.067
H -1.331 -1.919 0.947
H -2.422 -2.981 1.531
O 2.034 -0.625 0.562
N 1.811 0.083 1.731
C 2.981 0.814 2.211
C 3.837 1.301 1.221
N 4.547 1.709 0.396
C 2.918 1.421 3.469
N 2.903 1.925 4.515
C -0.919 -0.010 6.583
C -0.282 -0.226 5.240
C 0.930 -0.956 5.133
C 1.555 -1.158 3.952
C 2.788 -1.992 3.800
C 0.925 -0.649 2.701
C -0.315 0.187 2.844
C -0.879 0.319 4.099
N -0.719 0.666 1.621
C -2.029 1.329 1.448
C -2.206 1.684 -0.041
C -3.557 2.359 -0.300
C -3.664 3.643 0.524
C -3.513 3.296 2.006
C -4.622 2.325 2.424
C -4.536 1.048 1.581
C -4.684 1.404 0.100
C -3.180 0.372 1.809
C -2.144 2.649 2.238
H -0.355 -0.509 7.370
H -1.943 -0.395 6.603
H -0.966 1.055 6.830
H 1.370 -1.366 6.037
H 3.114 -2.375 4.768
H 3.601 -1.415 3.355
H 2.594 -2.840 3.134
H 0.632 -1.526 2.102
H -1.801 0.863 4.235
H -2.137 0.768 -0.631
H -1.399 2.357 -0.352
H -3.634 2.594 -1.366
H -4.630 4.126 0.343
H -2.880 4.345 0.226
H -3.580 4.208 2.605
H -5.603 2.795 2.293
H -4.517 2.077 3.486
H -5.334 0.360 1.875
H -5.657 1.873 -0.082
H -4.636 0.494 -0.508
H -3.096 -0.514 1.172
H -3.095 0.033 2.841
H -1.986 2.492 3.302
H -1.354 3.323 1.900
C -0.791 -0.178 -3.265
C -0.413 -1.213 -2.200
O -0.331 -0.679 -0.946
C -1.519 -2.301 -2.185
F -2.642 -1.793 -1.644
F -1.846 -2.724 -3.423
F -1.197 -3.391 -1.478
C 0.940 -1.862 -2.582
F 1.882 -0.917 -2.722
F 0.868 -2.523 -3.760
F 1.377 -2.727 -1.667
H -1.797 0.186 -3.054
H -0.764 -0.602 -4.267
H -0.099 0.655 -3.185



[2]
76
Properties=species:S:1:pos:R:3 method="wB97M-V/def2-TZVPD" lumo_energy_ev="-0.0378 / -0.7189" gap_ev="6.517 / 7.173" total_charge=0 spin_multiplicity=3
Pt 0.669 -1.015 -1.243
C 1.904 2.790 1.695
C 1.997 1.954 0.430
O 2.360 0.795 0.529
C 1.664 2.581 -0.867
C 1.446 3.970 -0.924
C 1.125 4.627 -2.088
C 1.029 3.885 -3.269
C 1.227 2.526 -3.250
C 1.522 1.820 -2.058
O 1.647 0.524 -2.165
H 2.100 2.136 2.540
H 0.919 3.245 1.805
H 2.644 3.592 1.687
H 1.557 4.549 -0.018
H 0.958 5.695 -2.091
H 0.789 4.380 -4.202
H 1.134 1.930 -4.150
C -4.044 2.342 5.585
O -4.922 2.790 4.570
C -5.242 1.914 3.583
C -6.108 2.396 2.596
C -6.458 1.606 1.529
C -5.937 0.304 1.400
C -5.124 -0.193 2.432
C -4.773 0.604 3.508
N -6.228 -0.388 0.254
N -5.683 -1.556 0.075
C -4.441 -1.779 -0.328
C -3.958 -3.114 -0.285
C -2.624 -3.415 -0.421
C -1.677 -2.407 -0.650
O -0.390 -2.631 -0.662
C -2.164 -1.098 -0.930
N -1.224 -0.210 -1.372
C -1.598 1.021 -1.673
C -2.922 1.442 -1.564
C -3.883 0.561 -1.122
C -3.519 -0.747 -0.781
H -3.887 3.191 6.245
H -3.084 2.024 5.169
H -4.480 1.516 6.153
H -6.487 3.405 2.694
H -7.123 1.975 0.759
H -4.773 -1.215 2.379
H -4.138 0.194 4.280
H -4.682 -3.891 -0.078
H -2.278 -4.436 -0.330
H -0.837 1.691 -2.050
H -3.173 2.460 -1.827
H -4.915 0.872 -1.050
C 5.905 -0.307 -1.804
C 4.394 -0.370 -1.855
O 3.991 -1.700 -1.452
P 2.597 -2.088 -0.779
O 2.632 -3.663 -1.012
C 2.813 -4.222 -2.324
C 4.217 -4.766 -2.473
O 2.788 -2.013 0.786
C 4.001 -2.404 1.455
C 4.680 -1.172 2.015
H 6.247 0.597 -2.309
H 6.341 -1.171 -2.306
H 6.268 -0.285 -0.777
H 4.030 -0.198 -2.866
H 3.935 0.366 -1.199
H 2.598 -3.469 -3.086
H 2.073 -5.017 -2.416
H 4.946 -3.962 -2.380
H 4.331 -5.238 -3.450
H 4.415 -5.508 -1.700
H 4.650 -2.946 0.766
H 3.703 -3.084 2.252
H 5.154 -0.594 1.222
H 5.437 -1.457 2.747
H 3.938 -0.536 2.494



[3]
72
Properties=species:S:1:pos:R:3 method="wB97M-V/def2-TZVPD" lumo_energy_ev=-0.0392 gap_ev=7.729 total_charge=0 e_above_lowest_ev=27.587
C 1.734 2.276 -1.593
H 2.206 2.656 -2.415
H 0.514 2.311 -1.745
H 2.016 1.382 -1.346
C 2.035 3.557 -0.537
C 1.751 4.748 -1.030
H 2.414 4.934 -1.932
H 0.497 4.909 -1.265
H 1.819 5.520 -0.291
C 1.229 3.043 0.780
C 1.531 1.608 1.426
N 0.913 0.549 0.876
C 1.795 -0.268 0.437
O 2.861 -0.514 0.262
C 0.806 -1.575 0.010
N -0.417 -1.442 -0.181
C -1.376 -2.099 0.366
O -1.306 -3.058 1.142
C -2.885 -1.747 -0.341
C -4.008 -2.342 -0.320
C -5.040 -1.610 -1.222
C -4.631 -0.890 -2.160
C -3.420 -0.335 -2.179
C -2.332 -0.944 -1.377
C -1.208 -0.376 -1.288
C -0.127 -0.757 -2.343
C 1.135 -1.488 -2.397
C 1.387 -1.630 -3.711
C 2.733 -2.270 -4.394
C 2.948 -1.945 -5.617
C 1.960 -1.059 -6.403
C 0.955 -0.290 -5.875
C 0.713 -0.706 -4.450
N -0.150 -0.103 -3.679
H -0.900 0.491 -3.948
H 0.233 0.139 -6.342
H 2.205 -0.710 -7.446
H 3.853 -2.613 -6.104
H 3.227 -2.914 -3.800
C 1.414 -2.523 -1.309
H 2.672 -2.414 -1.025
H 1.209 -3.648 -1.350
H -0.723 0.575 -1.016
H -2.983 0.608 -2.926
H -5.499 -0.278 -2.840
H -6.004 -1.951 -0.946
H -4.187 -2.937 0.503
H 1.014 -2.314 1.034
H -0.072 0.426 1.269
H 2.747 1.510 1.229
C 1.312 1.915 3.008
O 1.109 2.991 3.535
N 1.264 0.798 3.826
H 1.578 -0.133 3.207
C 0.781 0.547 5.054
H 1.026 -0.570 5.463
H 0.937 1.512 5.525
C -0.798 0.514 4.555
H -1.213 1.530 4.416
C -1.503 -0.235 5.976
H -2.625 0.583 5.891
H -1.087 -0.002 6.790
C -1.885 -1.425 5.345
H -0.842 -2.161 5.436
H -2.605 -1.918 5.778
C -1.878 -1.282 3.853
H -2.869 -1.017 3.549
O -1.119 -0.394 3.544
H -1.521 -2.209 3.113
H 1.478 3.485 1.577
H 0.093 2.745 0.588
H 3.110 3.230 -0.221